This record from the Open Molecules 2025 dataset describes a molecular structure, C11H15BrClCoFeO2 in a non-equilibrium geometry. The level of theory is the ωB97M-V functional and the def2-TZVPD basis.

Summary:
Orbital gap (spin up / spin down) in Eh: 0.13717 / 0.21275

Geometry as ORCA input:
```
! wB97M-V def2-TZVPD RIJCOSX def2/J DEFGRID3
* xyz -2 9
Fe -0.278 0.667 -0.219
Cl -0.338 2.616 -1.322
C -1.974 -0.250 0.316
H -1.742 -0.954 1.134
H -2.425 -0.777 -0.538
H -2.634 0.550 0.693
Co 0.286 0.485 -2.490
C 2.164 0.589 -3.019
C -0.708 -0.002 -4.099
C 0.478 -1.082 -1.593
H -1.001 -1.065 -4.028
H -1.608 0.638 -4.149
H -0.075 0.171 -4.990
H 2.720 -0.290 -2.645
H 2.212 0.639 -4.122
H 2.584 1.517 -2.589
H -0.306 -1.884 -1.619
H 1.474 -1.396 -1.197
Br -0.610 3.260 3.010
C 0.127 2.170 4.363
C 0.083 2.608 5.699
C 0.457 1.738 6.734
C 0.879 0.436 6.424
C 0.972 0.028 5.099
C 0.648 0.903 4.051
C 0.759 0.417 2.608
O 0.283 -0.735 2.402
O 1.307 1.214 1.774
H -0.254 3.615 5.921
H 0.407 2.079 7.771
H 1.134 -0.262 7.223
H 1.284 -0.981 4.844
*
```

Atomic charges from the Löwdin analysis, expressed in e, are listed below: 0.359 0.002 -0.286 -0.039 -0.039 -0.050 0.134 -0.281 -0.271 -0.299 -0.038 -0.046 -0.045 -0.040 -0.044 -0.042 -0.038 -0.045 0.782 -0.611 -0.149 -0.122 -0.115 -0.036 -0.159 -0.679 -0.045 -0.123 0.080 0.085 0.087 0.113



This record from the Open Molecules 2025 dataset describes a molecular structure, C5H20BrCdN10O5 in a non-equilibrium geometry. The level of theory is the ωB97M-V functional and the def2-TZVPD basis.

Summary:
Orbital gap in Eh: 0.29367
Energy relative to the best compared isomer or geometry (same formula, charge and spin) in kJ/mol: 21.4

Geometry as ORCA input:
```
! wB97M-V def2-TZVPD RIJCOSX def2/J DEFGRID3
* xyz 1 1
Cd 21.960 1.090 -10.762
Br 21.229 2.953 -12.221
C 25.107 1.351 -10.263
O 24.049 1.404 -10.891
N 26.296 1.258 -10.907
N 25.119 1.577 -8.915
H 27.208 1.320 -10.496
H 26.212 1.322 -11.907
H 25.976 1.646 -8.400
H 24.216 1.772 -8.515
C 22.215 -1.490 -8.523
O 22.455 -0.618 -9.350
N 23.201 -2.342 -8.076
N 20.982 -1.658 -7.970
H 24.128 -1.972 -8.213
H 23.038 -2.808 -7.199
H 20.180 -1.161 -8.320
H 20.804 -2.490 -7.433
C 21.673 2.710 -7.791
O 22.039 2.258 -8.889
N 21.404 4.026 -7.633
N 21.594 1.915 -6.690
H 21.155 4.363 -6.718
H 21.758 4.715 -8.273
H 21.707 0.918 -6.735
H 21.079 2.215 -5.877
C 18.755 0.558 -9.895
O 19.905 0.361 -10.277
N 18.330 1.802 -9.536
N 17.894 -0.474 -9.639
H 18.812 2.594 -9.936
H 17.375 1.951 -9.261
H 16.939 -0.298 -9.377
H 18.078 -1.382 -10.027
C 22.528 -1.534 -12.712
O 22.343 -0.408 -12.242
N 22.130 -2.664 -12.059
N 23.235 -1.703 -13.859
H 21.545 -2.641 -11.246
H 22.432 -3.557 -12.403
H 23.606 -0.856 -14.250
H 23.400 -2.626 -14.210
*
```

Atomic charges from the Löwdin analysis, expressed in e, are listed below: 1.115 -0.292 -0.623 -0.114 0.179 0.180 0.106 0.117 0.103 0.075 -0.644 -0.063 0.170 0.183 0.110 0.101 0.079 0.107 -0.626 -0.134 0.189 0.181 0.108 0.125 0.093 0.107 -0.640 -0.108 0.184 0.166 0.092 0.105 0.105 0.110 -0.615 -0.113 0.179 0.182 0.097 0.102 0.120 0.105



This record from the Open Molecules 2025 dataset describes a molecular structure, C3H4O. The level of theory is the ωB97M-V functional and the def2-TZVPD basis.

Summary:
Orbital gap in Eh: 0.31767
Energy relative to the best compared isomer or geometry (same formula, charge and spin) in kJ/mol: 440.3

Geometry as ORCA input:
```
! wB97M-V def2-TZVPD RIJCOSX def2/J DEFGRID3
* xyz 0 1
O -0.177 -1.775 -0.061
C 0.225 -0.180 -0.922
C 0.137 0.835 0.049
C -0.005 1.754 0.827
H -0.683 -1.476 0.713
H 1.243 -0.437 -1.211
H -0.648 -1.298 -0.899
H -0.091 2.576 1.504
*
```

Atomic charges from the Löwdin analysis, expressed in e, are listed below: -0.070 -0.044 -0.233 0.114 0.082 0.066 0.058 0.026



This record from the Open Molecules 2025 dataset describes a single C27H34N4O4 molecule. The level of theory is the ωB97M-V functional and the def2-TZVPD basis.

Summary:
Orbital gap in Eh: 0.29492
Energy relative to the best compared isomer or geometry (same formula, charge and spin) in kJ/mol: 360.8
SMILES: CCN(CC)CCNC(=O)/C(=C/c1cn(C)c2ccccc12)NC(=O)c1ccc(OC)c(OC)c1

Geometry as ORCA input:
```
! wB97M-V def2-TZVPD RIJCOSX def2/J DEFGRID3
* xyz 0 1
C 5.674 3.476 -3.459
C 6.108 2.395 -2.460
N 5.509 1.092 -2.647
C 5.803 0.451 -3.913
C 5.800 -1.069 -3.768
C 4.127 0.998 -2.218
C 4.041 0.313 -0.843
N 2.672 0.142 -0.423
C 2.074 1.032 0.388
O 2.662 1.953 0.935
C 0.619 0.812 0.661
C -0.018 1.744 1.403
C -1.395 1.735 1.817
C -2.491 1.136 1.229
N -3.619 1.368 1.959
C -4.939 0.915 1.628
C -3.286 2.131 3.047
C -4.081 2.615 4.080
C -3.464 3.367 5.057
C -2.093 3.631 5.015
C -1.300 3.149 3.997
C -1.898 2.392 2.992
N -0.094 -0.354 0.326
C -0.156 -1.151 -0.769
O 0.630 -1.112 -1.707
C -1.318 -2.079 -0.774
C -1.775 -2.530 -2.008
C -2.884 -3.343 -2.076
C -3.579 -3.738 -0.933
O -4.658 -4.520 -1.185
C -5.384 -5.150 -0.153
C -3.114 -3.295 0.323
O -3.809 -3.675 1.445
C -3.351 -3.257 2.707
C -1.990 -2.485 0.378
H 6.143 4.423 -3.205
H 5.966 3.206 -4.471
H 4.595 3.611 -3.437
H 7.194 2.272 -2.518
H 5.863 2.721 -1.447
H 6.801 0.770 -4.222
H 5.093 0.742 -4.707
H 6.493 -1.364 -2.986
H 4.810 -1.435 -3.509
H 6.104 -1.533 -4.704
H 3.659 1.986 -2.137
H 3.543 0.415 -2.937
H 4.523 -0.666 -0.893
H 4.548 0.925 -0.095
H 2.084 -0.440 -1.020
H 0.587 2.568 1.753
H -2.573 0.620 0.290
H -4.895 0.289 0.738
H -5.361 0.333 2.452
H -5.600 1.763 1.431
H -5.141 2.414 4.115
H -4.052 3.762 5.872
H -1.651 4.225 5.801
H -0.241 3.353 3.972
H -0.877 -0.460 0.961
H -1.250 -2.230 -2.900
H -3.255 -3.698 -3.024
H -4.741 -5.781 0.464
H -6.119 -5.771 -0.664
H -5.898 -4.426 0.483
H -3.357 -2.166 2.801
H -4.055 -3.681 3.422
H -2.348 -3.638 2.923
H -1.614 -2.195 1.348
*
```

Atomic charges from the Löwdin analysis, expressed in e, are listed below: -0.084 -0.250 -0.206 -0.270 -0.087 -0.176 -0.148 0.080 -0.445 0.044 -0.113 0.042 -0.142 -0.014 -0.099 -0.020 -0.178 -0.017 -0.094 -0.093 -0.016 -0.117 0.143 -0.400 0.051 -0.135 -0.011 0.017 -0.192 -0.060 -0.069 -0.178 -0.114 -0.072 0.029 0.068 0.063 0.064 0.112 0.115 0.115 0.117 0.074 0.062 0.067 0.120 0.120 0.119 0.118 0.086 0.121 0.132 0.091 0.093 0.098 0.104 0.100 0.099 0.113 0.095 0.120 0.124 0.098 0.095 0.093 0.091 0.098 0.102 0.107



This record from the Open Molecules 2025 dataset describes a single C2H3N3O3 molecule in a non-equilibrium geometry. The level of theory is the ωB97M-V functional and the def2-TZVPD basis.

Summary:
Orbital gap in Eh: 0.39830
Energy relative to the best compared isomer or geometry (same formula, charge and spin) in kJ/mol: 121.3
SMILES: O=c1nc(O)n(O)[nH]1

Geometry as ORCA input:
```
! wB97M-V def2-TZVPD RIJCOSX def2/J DEFGRID3
* xyz 0 1
O 2.807 0.186 0.130
C 1.639 0.238 0.065
N 0.775 1.394 0.090
C -0.355 0.939 -0.073
O -1.493 1.549 -0.007
N -0.463 -0.463 -0.483
O -1.540 -1.097 0.240
N 0.822 -0.878 -0.088
H -2.095 0.830 -0.216
H -1.464 -1.396 1.203
H 1.367 -1.303 -0.860
*
```

Atomic charges from the Löwdin analysis, expressed in e, are listed below: 0.143 -0.534 0.247 -0.468 0.178 -0.048 -0.048 0.101 0.113 0.150 0.166



This record from the Open Molecules 2025 dataset describes 8 unconnected molecules or ions with the total composition C8H35N2O8 in a non-equilibrium geometry. The level of theory is the ωB97M-V functional and the def2-TZVPD basis.

Summary:
Orbital gap (spin up / spin down) in Eh: 0.10019 / 0.36969

Geometry as ORCA input:
```
! wB97M-V def2-TZVPD RIJCOSX def2/J DEFGRID3
* xyz 0 2
O 7.256 -13.830 -14.896
H 8.115 -14.169 -15.160
H 7.219 -12.959 -15.296
H 6.582 -14.414 -15.251
C 11.622 -16.335 -16.338
C 10.252 -15.726 -16.778
C 9.405 -16.582 -17.760
O 10.043 -16.743 -19.082
C 9.285 -17.446 -19.997
N 9.552 -15.505 -15.509
H 12.347 -15.673 -16.812
H 11.775 -17.299 -16.825
H 11.814 -16.397 -15.267
H 10.442 -14.789 -17.301
H 8.443 -16.105 -17.945
H 9.282 -17.555 -17.283
H 9.340 -18.487 -19.677
H 9.817 -17.606 -20.935
H 8.256 -17.116 -20.138
H 9.302 -16.386 -15.082
H 10.362 -15.246 -14.965
C 5.884 -17.392 -13.987
C 6.320 -17.162 -15.465
C 6.114 -18.384 -16.277
O 6.666 -18.372 -17.578
C 6.344 -19.436 -18.492
N 5.679 -15.928 -15.997
H 4.799 -17.375 -13.882
H 6.320 -16.716 -13.252
H 6.021 -18.434 -13.698
H 7.379 -17.087 -15.219
H 5.064 -18.676 -16.305
H 6.780 -19.129 -15.842
H 6.641 -20.284 -17.876
H 6.786 -19.536 -19.484
H 5.271 -19.389 -18.683
H 5.986 -15.892 -16.959
H 4.680 -16.019 -16.118
O 9.494 -12.127 -15.665
H 10.167 -11.812 -15.062
H 8.869 -11.404 -15.727
O 6.741 -13.669 -17.782
H 7.234 -13.147 -18.416
H 5.844 -13.669 -18.117
O 4.909 -11.809 -15.108
H 4.366 -12.428 -14.620
H 4.402 -11.616 -15.897
O 4.234 -14.317 -13.616
H 4.813 -14.942 -13.181
H 3.828 -13.828 -12.900
O 8.072 -15.071 -12.134
H 8.597 -15.076 -11.334
H 7.572 -14.257 -12.089
*
```

Atomic charges from the Löwdin analysis, expressed in e, are listed below: 0.170 0.050 0.070 0.046 -0.048 -0.386 -0.149 -0.187 -0.153 0.030 0.075 0.075 0.072 0.125 0.101 0.115 0.079 0.087 0.090 0.069 0.061 -0.068 -0.399 -0.223 -0.235 -0.070 0.063 0.073 0.051 0.078 0.108 0.137 0.131 0.086 0.082 0.083 0.049 0.083 -0.128 0.018 -0.007 -0.130 0.018 0.014 -0.098 -0.023 0.012 -0.080 0.003 0.039 -0.095 0.027 0.007